No. 1
Molecular formula: C32H41FN4O10SbSiTc
Method: DFT, ωB97M-V/def2-TZVPD

E_HOMO (alpha / beta) = -9.6 / -9.5 eV
Energy relative to the best compared isomer or geometry (same formula, charge and spin) = 0.3655 eV
Net charge = +1
2S+1 = 4
Lowest unoccupied orbital energy (alpha / beta) = -4.2 / -5.8 eV
Largest force on an atom = 2.4 eV/Å
Total energy = -79602.176 eV
Frontier orbital gap (alpha / beta) = 5.34 / 3.79 eV

Atoms and positions in Å:
Tc (-0.45603, 1.19985, -0.17842)
C (-4.06835, 0.78600, 0.36159)
Si (-3.05763, 0.60206, 1.91955)
C (-3.47588, 2.02475, 3.05390)
C (-3.56050, -1.06726, 2.62087)
N (-1.32650, 0.60192, 1.54113)
C (-0.39715, 0.34322, 2.53586)
C (-0.64129, 0.22356, 3.91755)
C (0.37501, -0.05127, 4.81844)
C (1.69723, -0.19782, 4.41348)
C (1.99732, -0.04984, 3.06565)
C (0.95323, 0.20342, 2.21792)
F (1.25489, 0.37361, 0.84164)
H (-5.08622, 0.48011, 0.60849)
H (-3.72786, 0.13615, -0.44335)
H (-4.11816, 1.81070, 0.00301)
H (-4.55912, 2.15384, 3.09273)
H (-3.04325, 2.95138, 2.67554)
H (-3.12612, 1.89156, 4.07616)
H (-4.53772, -0.97872, 3.09770)
H (-2.87573, -1.49201, 3.35080)
H (-3.66876, -1.78511, 1.80584)
H (-1.64184, 0.36136, 4.29103)
H (0.12836, -0.13033, 5.86818)
H (2.48153, -0.38768, 5.13006)
H (3.00727, -0.10348, 2.68413)
O (-1.93377, 2.09898, -1.20475)
C (-2.51183, 1.67168, -2.21177)
C (-2.46668, 0.33343, -2.72331)
C (-3.33571, 0.05316, -3.79074)
C (-3.46793, -1.22868, -4.25034)
C (-2.77530, -2.28146, -3.64834)
C (-1.91523, -2.02422, -2.61298)
C (-1.68916, -0.71139, -2.14018)
O (-0.81307, -0.52101, -1.18932)
N (-4.37997, -1.51079, -5.36750)
O (-4.46370, -2.66674, -5.73322)
O (-4.98129, -0.57192, -5.84850)
H (-3.16289, 2.37906, -2.73453)
H (-3.91605, 0.84359, -4.24622)
H (-2.93803, -3.28740, -4.00725)
H (-1.40686, -2.84036, -2.12379)
O (0.75367, 2.56436, -1.48900)
C (0.73931, 3.36701, -0.52685)
O (0.16552, 2.99831, 0.56249)
C (1.34879, 4.71310, -0.61581)
C (1.95987, 5.11079, -1.80022)
C (2.51682, 6.37430, -1.86118)
C (2.48881, 7.25415, -0.79429)
C (1.87241, 6.82017, 0.36547)
C (1.29931, 5.56806, 0.48055)
N (1.82513, 7.73367, 1.52857)
O (1.27934, 7.31899, 2.53038)
O (2.33440, 8.82411, 1.39494)
N (3.17039, 6.80412, -3.11762)
O (3.64243, 7.91927, -3.13996)
O (3.18354, 6.00504, -4.03143)
H (2.00018, 4.45221, -2.65403)
H (2.92911, 8.23796, -0.86392)
H (0.82475, 5.26694, 1.40243)
C (2.86578, -3.82376, 2.47620)
C (3.07107, -3.64882, 0.97848)
C (4.34822, -2.87430, 0.65777)
Sb (1.40094, -2.63187, 0.02143)
C (-0.51224, -3.49665, 0.55893)
C (-0.77221, -3.43193, 2.05972)
C (-0.59041, -4.90802, -0.01003)
C (1.75420, -2.83818, -2.10549)
C (2.50854, -1.62069, -2.63417)
C (2.45866, -4.16395, -2.38024)
H (3.76104, -4.27738, 2.90442)
H (2.02923, -4.48009, 2.70296)
H (2.70345, -2.87236, 2.98258)
H (3.09111, -4.62502, 0.48655)
H (4.33700, -1.88101, 1.10903)
H (4.51158, -2.75870, -0.41281)
H (5.20818, -3.40875, 1.06491)
H (-1.20335, -2.82630, 0.04416)
H (-0.13336, -4.11661, 2.61232)
H (-1.80493, -3.73105, 2.24883)
H (-0.64032, -2.42313, 2.46504)
H (0.15607, -5.56694, 0.43729)
H (-0.46297, -4.93423, -1.09350)
H (-1.57117, -5.32859, 0.21631)
H (0.75253, -2.85121, -2.53310)
H (3.49959, -1.52772, -2.18769)
H (1.96135, -0.69547, -2.45123)
H (2.64531, -1.72074, -3.71212)
H (3.45587, -4.19527, -1.94750)
H (2.57145, -4.28854, -3.45809)
H (1.89672, -5.02121, -2.00822)

---

No. 2
Molecular formula: C32H41FNO6S
Method: DFT, ωB97M-V/def2-TZVPD

E_HOMO = -10.5 eV
SMILES string = CC(C)(C)CC(C)(C)c1ccc(OCCOCC[n+]2c(F)cc(C(=O)OS(C)(=O)=O)cc2Cc2ccccc2)cc1
Net charge = +1
Lowest unoccupied orbital energy = -4.5 eV
Largest force on an atom = 3.5 eV/Å
Total energy = -61168.190 eV
Frontier orbital gap = 5.95 eV

Atoms and positions in Å:
C (-4.22207, 2.00195, -5.26176)
C (-3.47262, 0.61424, -5.37634)
C (-4.06154, -0.06940, -6.63528)
C (-1.97294, 0.98679, -5.57044)
C (-3.75869, -0.11854, -4.03795)
C (-3.51079, -1.66405, -3.99084)
C (-4.72353, -2.50696, -4.53464)
C (-2.25514, -2.14100, -4.76051)
C (-3.25533, -1.99916, -2.49217)
C (-4.36711, -2.00789, -1.65347)
C (-4.24820, -2.24921, -0.29897)
C (-3.00189, -2.47678, 0.26550)
O (-2.90728, -2.68301, 1.63774)
C (-1.79086, -1.97562, 2.16041)
C (-1.95613, -1.66900, 3.66308)
O (-0.69493, -1.21453, 4.16015)
C (-0.58497, 0.18049, 4.25266)
C (0.30469, 0.82812, 3.16633)
N (1.74034, 0.50986, 3.29690)
C (2.20076, -0.62246, 2.73488)
F (1.32134, -1.37494, 2.11163)
C (3.49679, -1.03097, 2.76703)
C (4.41461, -0.19578, 3.39610)
C (5.90052, -0.53679, 3.45477)
O (6.39561, -0.90451, 4.48538)
O (6.66816, -0.35232, 2.30195)
S (6.73242, -1.70525, 1.33792)
C (6.41370, -3.17170, 2.32213)
O (5.82093, -1.55988, 0.24897)
O (8.07410, -1.82166, 0.88712)
C (3.96263, 0.98141, 3.98649)
C (2.62916, 1.31600, 3.92747)
C (2.22725, 2.64230, 4.56530)
C (2.76237, 3.75271, 3.62890)
C (3.97941, 4.36593, 3.82477)
C (4.42162, 5.32895, 2.92717)
C (3.64017, 5.68795, 1.84602)
C (2.40935, 5.07517, 1.66869)
C (1.96428, 4.09824, 2.53608)
C (-1.91131, -2.48918, -0.58467)
C (-2.00498, -2.24738, -1.94877)
H (-3.63117, 2.82324, -5.67829)
H (-4.30140, 2.21335, -4.17908)
H (-5.25256, 1.95414, -5.63273)
H (-4.20172, 0.72843, -7.38421)
H (-5.06871, -0.47375, -6.46716)
H (-3.39626, -0.80556, -7.10104)
H (-1.84974, 1.88643, -6.18337)
H (-1.53476, 1.19287, -4.57966)
H (-1.40168, 0.16654, -6.02697)
H (-4.83092, 0.02815, -3.81884)
H (-3.18908, 0.34266, -3.21892)
H (-4.39757, -2.96361, -5.48080)
H (-5.54902, -1.83734, -4.80009)
H (-5.00540, -3.32130, -3.86126)
H (-1.94262, -3.14284, -4.42515)
H (-1.37902, -1.49676, -4.58562)
H (-2.40429, -2.21060, -5.84296)
H (-5.36714, -1.81216, -2.03786)
H (-5.11027, -2.26450, 0.36972)
H (-1.60929, -1.01474, 1.65083)
H (-0.91299, -2.63674, 2.08355)
H (-2.78729, -0.98039, 3.87360)
H (-2.21649, -2.61443, 4.16259)
H (-0.12404, 0.39715, 5.23531)
H (-1.54636, 0.71594, 4.25006)
H (-0.06483, 0.53536, 2.17591)
H (0.15528, 1.90786, 3.22127)
H (3.73507, -1.98111, 2.29797)
H (7.22621, -3.27700, 3.04963)
H (6.36026, -4.01420, 1.62419)
H (5.46534, -3.14905, 2.87426)
H (4.69938, 1.62206, 4.46275)
H (1.15255, 2.75565, 4.71098)
H (2.76548, 2.74879, 5.51619)
H (4.60848, 4.08553, 4.67054)
H (5.39053, 5.81047, 3.04335)
H (3.98547, 6.45081, 1.15133)
H (1.77414, 5.32980, 0.82013)
H (0.99491, 3.63271, 2.36751)
H (-0.91621, -2.67183, -0.17257)
H (-1.10216, -2.24215, -2.55084)

---

No. 3
Molecular formula: C32H41N2OOs
Method: DFT, ωB97M-V/def2-TZVPD

E_HOMO (alpha / beta) = -8.6 / -10.2 eV
Net charge = +1
2S+1 = 5
Lowest unoccupied orbital energy (alpha / beta) = -3.8 / -4.3 eV
Largest force on an atom = 7.5 eV/Å
Total energy = -41330.142 eV
Frontier orbital gap (alpha / beta) = 4.88 / 5.90 eV

Atoms and positions in Å:
C (1.03753, -2.19322, 0.34342)
C (1.96649, -1.45556, -0.46585)
C (1.57318, -1.59766, -1.83620)
C (0.38701, -2.39912, -1.87766)
C (0.05675, -2.77260, -0.52761)
Os (0.01401, -0.69736, -0.73545)
C (-1.73052, 2.03171, -0.53310)
C (-1.63219, 1.28466, 0.73784)
H (-1.64719, 1.84006, 1.66906)
C (-1.46282, -0.12153, 0.75864)
H (-2.30717, -0.70112, 0.33088)
H (-1.15093, -0.54518, 1.72252)
C (-2.53460, 3.33408, -0.42672)
H (-2.08718, 4.02731, 0.29372)
H (-2.60500, 3.80242, -1.41076)
H (-3.54170, 3.06961, -0.08876)
C (-2.47706, 1.09886, -1.52441)
H (-1.94514, 0.12198, -1.63231)
H (-3.46411, 0.87162, -1.11536)
H (-2.56815, 1.56846, -2.51139)
C (3.17880, -0.73203, 0.04614)
H (2.89232, -0.09455, 0.89236)
H (3.95610, -1.42892, 0.39443)
H (3.60463, -0.10443, -0.74362)
C (2.36992, -1.11049, -3.00829)
H (2.75018, -0.10706, -2.80788)
H (3.22761, -1.76369, -3.20415)
H (1.74913, -1.08669, -3.90236)
C (-0.33750, -2.83041, -3.11826)
H (-0.27095, -2.05366, -3.88668)
H (0.10534, -3.74922, -3.52207)
H (-1.39291, -3.01812, -2.89863)
C (-1.06880, -3.68233, -0.12888)
H (-2.00571, -3.34916, -0.58990)
H (-0.86967, -4.70846, -0.46574)
H (-1.18812, -3.67445, 0.95760)
C (1.17407, -2.39417, 1.82624)
H (0.22359, -2.73176, 2.25135)
H (1.95309, -3.13671, 2.05944)
H (1.46648, -1.44486, 2.29239)
C (0.12827, 1.12003, -1.80048)
C (-0.34558, 2.22269, -0.99936)
C (0.35351, 1.34339, -3.15650)
C (0.12480, 3.53759, -1.42118)
H (0.46433, 1.57042, -0.35538)
C (0.45513, 2.64329, -3.62475)
H (0.37317, 0.50436, -3.84588)
C (0.45936, 3.71686, -2.73545)
H (0.02117, 4.38478, -0.72740)
H (0.52019, 2.82788, -4.69664)
H (0.63024, 4.71910, -3.12665)
C (1.33169, 0.75491, 7.06678)
N (0.77387, 0.89030, 5.72711)
N (1.54367, 0.96890, 4.61465)
C (0.74489, 1.34641, 3.52557)
O (1.13569, 1.31248, 2.34215)
C (-0.52104, 1.67995, 4.13297)
C (-0.45540, 1.37673, 5.46393)
C (-1.48873, 1.49050, 6.52075)
C (2.78563, 0.29263, 4.47020)
C (3.01864, -0.91821, 5.13414)
C (4.22762, -1.58899, 4.92153)
C (5.16190, -1.07995, 4.01627)
C (4.90506, 0.11464, 3.32549)
C (3.71041, 0.79896, 3.55122)
H (2.32687, 0.31740, 7.03105)
H (0.67225, 0.09788, 7.64591)
H (1.38516, 1.73134, 7.57131)
H (-1.37113, 2.05982, 3.58825)
H (-1.55949, 0.57732, 7.12945)
H (-1.30607, 2.34065, 7.19649)
H (-2.46084, 1.65189, 6.03951)
H (2.25950, -1.32245, 5.79800)
H (4.42061, -2.50682, 5.47648)
H (6.10098, -1.61305, 3.84597)
H (5.63176, 0.51707, 2.61644)
H (3.48083, 1.72418, 3.01404)

---

No. 4
Molecular formula: C32H41N7OP2RuS
Method: DFT, ωB97M-V/def2-TZVPD

E_HOMO (alpha / beta) = -16.0 / -16.0 eV
Energy relative to the best compared isomer or geometry (same formula, charge and spin) = 0.7932 eV
Net charge = +3
2S+1 = 2
Lowest unoccupied orbital energy (alpha / beta) = -8.7 / -9.0 eV
Largest force on an atom = 2.4 eV/Å
Total energy = -78301.460 eV
Frontier orbital gap (alpha / beta) = 7.28 / 6.93 eV

Atoms and positions in Å:
Ru (-0.14114, 0.21047, -0.35237)
N (3.69272, 2.65703, 0.92416)
C (2.74801, 2.11978, 0.17388)
N (1.66282, 1.55387, 0.63508)
C (1.47363, 1.51499, 2.02079)
N (0.45499, 0.92188, 2.55433)
N (-0.41516, 0.33845, 1.70291)
C (-1.42141, -0.25628, 2.19896)
C (-2.47659, -0.65875, 1.30584)
C (-3.62913, -1.27434, 1.76136)
C (-4.61442, -1.63210, 0.85383)
C (-4.42039, -1.36080, -0.49022)
C (-3.24685, -0.73459, -0.87617)
N (-2.30553, -0.38534, -0.00534)
C (2.47619, 2.08895, 2.90015)
C (2.37309, 2.05697, 4.29678)
C (3.38241, 2.58400, 5.06991)
C (4.50271, 3.16683, 4.47033)
C (4.63119, 3.19441, 3.09763)
C (3.61408, 2.65815, 2.31855)
H (4.49695, 3.08627, 0.48598)
H (2.90853, 2.15694, -0.89743)
H (-1.45682, -0.43978, 3.26850)
H (-3.74105, -1.46913, 2.81995)
H (-5.52230, -2.11460, 1.19144)
H (-5.16020, -1.62186, -1.23372)
H (-3.06652, -0.48920, -1.91436)
H (1.49454, 1.61975, 4.74806)
H (3.31029, 2.54360, 6.14793)
H (5.27783, 3.60215, 5.08651)
H (5.50795, 3.62701, 2.63072)
C (-2.80704, 2.50235, 0.71308)
P (-1.35545, 2.29943, -0.35316)
C (-0.35328, 3.76193, 0.03109)
C (-1.96718, 2.62018, -2.02451)
C (-2.77129, 3.72736, -2.29921)
C (-3.23947, 3.94081, -3.58431)
C (-2.91175, 3.05588, -4.60610)
C (-2.09484, 1.96799, -4.34420)
C (-1.61722, 1.75058, -3.05254)
P (-0.43370, 0.41802, -2.71764)
C (-1.01549, -1.00424, -3.71130)
C (1.03358, 1.04442, -3.62456)
H (-3.14174, 3.53638, 0.63160)
H (-2.55819, 2.29872, 1.75472)
H (-3.61218, 1.84280, 0.39862)
H (-0.94388, 4.65730, -0.16402)
H (0.53088, 3.77450, -0.60274)
H (-0.05431, 3.75649, 1.07980)
H (-3.03830, 4.42834, -1.51745)
H (-3.86756, 4.79686, -3.79112)
H (-3.28774, 3.22156, -5.60666)
H (-1.82910, 1.29403, -5.15027)
H (-0.48477, -1.04201, -4.66211)
H (-2.08289, -0.91208, -3.90588)
H (-0.84191, -1.93373, -3.16911)
H (0.69782, 1.62578, -4.48254)
H (1.66330, 0.23336, -3.98172)
H (1.62062, 1.68444, -2.96714)
C (2.80070, -1.25500, 1.62422)
C (2.67808, -1.49477, 0.16130)
N (1.75497, -1.03412, -0.67873)
C (2.04446, -1.60015, -1.91292)
C (3.14482, -2.37982, -1.81665)
N (3.52616, -2.30531, -0.50228)
H (1.81638, -1.12266, 2.06533)
H (3.39483, -0.36506, 1.83778)
H (3.29234, -2.10020, 2.10418)
H (1.43801, -1.44179, -2.78085)
H (3.66784, -2.97100, -2.54781)
H (4.33846, -2.74907, -0.10123)
O (-0.61518, -2.21892, 0.14184)
S (0.02383, -3.56772, -0.18638)
C (-1.33289, -4.77924, -0.19632)
C (-0.75299, -5.98035, 0.53440)
C (-0.18255, -5.39539, 1.82402)
C (0.71221, -4.23639, 1.38394)
H (-1.62798, -4.97122, -1.22627)
H (-2.15361, -4.31428, 0.35329)
H (0.04249, -6.43188, -0.06409)
H (-1.50347, -6.74662, 0.72025)
H (0.38097, -6.13169, 2.39421)
H (-0.99680, -5.03053, 2.45195)
H (1.71833, -4.58105, 1.14294)
H (0.76323, -3.40790, 2.08925)

---

No. 5
Molecular formula: C32H42AsCl2N6O2PS4Ti
Method: DFT, ωB97M-V/def2-TZVPD

E_HOMO (alpha / beta) = -0.2 / 0.3 eV
Net charge = -2
Lowest unoccupied orbital energy (alpha / beta) = 3.9 / 3.5 eV
Largest force on an atom = 2.6 eV/Å
Total energy = -208537.732 eV
Frontier orbital gap (alpha / beta) = 4.07 / 3.18 eV

Atoms and positions in Å:
Ti (0.17152, 1.71081, -1.12066)
S (0.89724, 6.05414, -1.72120)
As (-0.27756, 4.67674, -0.62576)
S (0.98922, 3.25063, 0.52466)
S (-1.40604, 3.38992, -1.97513)
S (-1.58830, 5.71607, 0.69354)
O (-1.37890, 1.07789, 0.08455)
P (-1.89137, 0.47001, 1.34983)
N (-2.72149, 1.45104, 2.40536)
C (-4.17265, 1.61564, 2.52614)
C (-4.31751, 2.74502, 3.53909)
C (-3.16355, 3.66983, 3.15962)
C (-2.03534, 2.69858, 2.83555)
N (-0.66513, -0.24414, 2.21109)
C (0.60196, 0.46734, 2.50224)
C (1.17213, -0.29274, 3.69461)
C (-0.08841, -0.67076, 4.47436)
C (-1.03568, -1.09144, 3.35627)
N (-2.94516, -0.81501, 1.09549)
C (-4.19140, -0.50650, 0.35088)
C (-4.38237, -1.67245, -0.62219)
C (-2.94336, -2.08808, -0.91948)
C (-2.30982, -1.99566, 0.45860)
H (-4.62974, 0.68624, 2.87440)
H (-4.63647, 1.91235, 1.57931)
H (-4.17975, 2.36034, 4.55474)
H (-5.29640, 3.22167, 3.47669)
H (-2.88453, 4.35952, 3.95503)
H (-3.39298, 4.25763, 2.27047)
H (-1.43881, 2.48534, 3.73106)
H (-1.37269, 3.10182, 2.06650)
H (0.43226, 1.51105, 2.77198)
H (1.24658, 0.45260, 1.63024)
H (1.86770, 0.31761, 4.26972)
H (1.68577, -1.19511, 3.35161)
H (-0.48664, 0.20793, 4.98815)
H (0.07477, -1.46696, 5.20211)
H (-2.08909, -0.96170, 3.60861)
H (-0.86964, -2.14337, 3.09076)
H (-4.09629, 0.43201, -0.20546)
H (-5.02687, -0.41726, 1.04673)
H (-4.93796, -1.37180, -1.50988)
H (-4.92014, -2.49091, -0.13401)
H (-2.48476, -1.34952, -1.57745)
H (-2.84851, -3.07515, -1.37029)
H (-1.22796, -1.88329, 0.41731)
H (-2.55286, -2.88333, 1.05632)
Cl (3.91239, 2.49814, -4.81584)
C (2.57293, 1.64219, -4.03771)
Cl (1.52775, 2.74594, -3.13284)
H (2.98688, 0.91538, -3.35170)
H (1.98223, 1.18242, -4.82146)
N (1.40971, -3.38415, -3.08413)
C (0.23633, -3.18558, -3.82076)
O (-0.13513, -4.07115, -4.60212)
C (-0.45494, -1.93021, -3.64674)
C (-1.76092, -1.74639, -4.24029)
C (-2.40197, -0.55100, -4.02427)
C (-1.81837, 0.43905, -3.23588)
N (-0.54847, 0.29945, -2.69836)
C (0.07620, -0.84909, -2.93479)
H (1.74781, -4.33070, -3.13515)
H (1.47804, -2.97280, -2.16743)
H (-2.18648, -2.55263, -4.82076)
H (-3.38053, -0.35864, -4.45035)
H (-2.33066, 1.36815, -3.05041)
H (1.08982, -0.91146, -2.55428)
N (1.56145, 0.66399, -0.81269)
C (2.60361, -0.07789, -0.59032)
C (2.43028, -1.38925, 0.05392)
C (3.43863, -2.02836, 0.79352)
C (3.19443, -3.22191, 1.44874)
C (1.94381, -3.82793, 1.39246)
C (0.92967, -3.20348, 0.67338)
C (1.16837, -2.00717, 0.02499)
C (3.97465, 0.38752, -0.92349)
C (4.93702, -0.47483, -1.46464)
C (6.19683, -0.00313, -1.79888)
C (6.52356, 1.33014, -1.59359)
C (5.56631, 2.20042, -1.08717)
C (4.30260, 1.73843, -0.76317)
H (4.41739, -1.57237, 0.86043)
H (3.99056, -3.68890, 2.01791)
H (1.75752, -4.75774, 1.91537)
H (-0.05229, -3.65985, 0.61193)
H (0.38028, -1.50019, -0.51916)
H (4.68134, -1.51233, -1.64477)
H (6.92507, -0.67847, -2.23407)
H (7.51564, 1.69042, -1.83790)
H (5.80296, 3.24945, -0.96093)
H (3.55461, 2.41195, -0.35869)